Entry 1:
15
Properties=species:S:1:pos:R:3 method="wB97M-V/def2-TZVPD" spin_multiplicity=2 charge=+1 e_homo_ev="-12.235 / -12.198" de_lowest_ev=4.212 lumo_ev="-4.1 / -9.3" homo_lumo_gap_ev="8.16 / 2.92"
C 0.51612 4.21813 1.37382
C 0.17550 2.92860 1.48902
H 0.80419 4.49796 0.45522
H 0.73224 5.00826 2.13714
H 0.59912 2.06177 1.02481
H -0.39958 2.76992 2.41989
N 0.71491 -1.27658 -0.76683
C -0.33792 -2.19613 -1.35569
N -1.07197 -3.27585 -0.59124
H 1.69741 -1.29398 -0.73031
H 0.36518 -0.34068 -1.03685
H -1.21671 -1.33788 -1.45348
H 0.00787 -2.46772 -2.36699
H -0.35074 -3.82404 0.05197
H -1.86176 -2.91016 -0.03782



Entry 2:
16
Properties=species:S:1:pos:R:3 method="wB97M-V/def2-TZVPD" spin_multiplicity=1 e_homo_ev=-8.262 de_lowest_ev=1.779 lumo_ev=1.0 homo_lumo_gap_ev=9.31
N -1.15219 -1.80694 1.43080
C -0.32523 -0.63798 1.55161
O 0.99937 -0.85350 2.20461
H -0.67180 -2.58302 0.94779
H -1.34472 -2.16571 2.37168
H -0.05116 -0.24170 0.58353
H -0.83165 0.13624 2.15353
H 0.85939 -0.85818 3.16322
C 0.13781 -0.08692 -1.91689
C 0.61091 1.10354 -1.43756
N 0.08414 2.36411 -1.71794
H -0.64116 -0.14740 -2.71193
H 0.60498 -0.98806 -1.60098
H 1.51923 1.20112 -0.77487
H -0.53969 2.43663 -2.51033
H 0.74177 3.12777 -1.73627



Entry 3:
16
Properties=species:S:1:pos:R:3 method="wB97M-V/def2-TZVPD" spin_multiplicity=1 e_homo_ev=-8.114 de_lowest_ev=2.885 lumo_ev=0.7 homo_lumo_gap_ev=8.83
C -1.59128 1.37188 0.59026
C -0.46504 0.46260 0.46062
C 0.78696 0.63664 0.93951
N 1.99071 0.38598 0.08458
N -0.70077 -0.79232 -0.29042
H -1.85527 1.77724 -0.32933
H -1.30577 2.21894 1.22363
H -2.51713 1.02464 1.15940
H 1.12163 1.37993 1.67746
H 1.74580 0.34598 -0.87136
H 2.56893 1.20313 0.30117
H -1.09575 -0.50031 -1.28433
H -1.53563 -1.34425 0.06619
H 0.70591 -2.03672 -0.96444
H 1.45741 -3.05962 -1.68911
O 0.68931 -3.07374 -1.07381



Entry 4:
16
Properties=species:S:1:pos:R:3 method="wB97M-V/def2-TZVPD" spin_multiplicity=1 e_homo_ev=-8.930 de_lowest_ev=1.697 lumo_ev=0.8 homo_lumo_gap_ev=9.76
O 0.16560 2.09074 0.00020
C -0.31246 1.33543 -0.78539
C -1.55255 1.56117 -1.64887
H 0.26157 0.47589 -1.17435
H -1.16545 1.91363 -2.60380
H -1.98435 0.56933 -1.79952
H -2.26315 2.19890 -1.13367
N 1.81211 -1.41543 0.37766
C 0.63089 -1.65758 1.17263
N -0.25068 -0.55710 1.59301
H 1.67038 -1.02367 -0.53198
H 2.52794 -0.90823 0.85603
H 1.04120 -2.20121 2.02507
H -0.09166 -2.30658 0.66774
H 0.29688 0.08935 2.14173
H -0.78627 -0.16465 0.84350



Entry 5:
16
Properties=species:S:1:pos:R:3 method="wB97M-V/def2-TZVPD" spin_multiplicity=1 e_homo_ev=-9.447 de_lowest_ev=1.771 lumo_ev=1.0 homo_lumo_gap_ev=10.44
C -1.69536 1.37802 -1.31249
C -1.03264 0.98061 -0.08540
N 0.48122 1.03447 0.01779
H -1.87016 2.52649 -1.32709
H -2.56735 0.95737 -1.74300
H -1.00298 1.06077 -2.15362
H -1.23901 -0.01849 0.11040
H -1.51930 1.48536 0.72284
H 0.96125 1.90486 -0.21648
H 0.70734 0.38389 -0.81010
C 0.85485 -2.19412 1.13831
N 2.10981 -1.63486 0.93793
O -0.13879 -1.61739 1.46792
H 0.89043 -3.27526 1.20605
H 2.20839 -0.57736 0.94499
H 2.85231 -2.39439 1.10196



Entry 6:
16
Properties=species:S:1:pos:R:3 method="wB97M-V/def2-TZVPD" spin_multiplicity=1 e_homo_ev=-8.941 de_lowest_ev=1.333 lumo_ev=0.8 homo_lumo_gap_ev=9.73
O 0.41642 -1.70699 1.29428
C 0.04644 -2.44327 0.41927
C 0.59025 -2.42894 -0.99223
H -0.75262 -3.18961 0.62035
H 1.68391 -2.42639 -0.95526
H 0.29534 -3.34534 -1.50977
H 0.25234 -1.51936 -1.48374
N -0.21318 1.51638 1.02784
C -0.75530 2.40019 0.01199
N -0.19342 2.33658 -1.34253
H 0.79706 1.46578 0.99519
H -0.57317 0.57641 0.92988
H -0.66268 3.42446 0.36691
H -1.82437 2.22286 -0.05237
H -0.43787 1.43128 -1.73461
H 0.82600 2.28497 -1.26666